Density functional theory data (ωB97M-V/def2-TZVPD) for a structure of composition C4H4LiO2Sn.

Each line ends with the natural charge from an NBO analysis.
Positions of all 12 atoms, in Å:
O -4.65648 0.58872 -3.71037  -0.572
C -4.08728 0.38207 -2.55080  0.559
C -4.70692 0.86953 -1.40011  -0.957
H -4.02729 0.82602 -4.40675  0.537
H -4.56865 0.24156 -0.50926  0.301
H -5.69643 1.31663 -1.53436  0.330
C -2.56211 -0.32901 -2.56483  -0.485
C -1.68442 0.18839 -1.72328  0.447
O -1.66459 1.07569 -0.80481  -0.979
Sn -3.23729 2.23293 -0.68117  1.525
H -2.34230 -0.96221 -3.42085  0.305
Li -0.11238 0.95726 0.29679  0.989

Atomic forces in eV per Å
O 0.2201 0.5658 1.1639
C 2.6506 -1.6900 -1.3418
C -0.8408 -1.5995 -0.7006
H 0.1374 -0.6104 -0.5154
H -0.2074 -0.1636 -0.0213
H 0.1919 -0.0768 0.1351
C -3.1100 2.1655 0.0705
C 0.3378 -2.3537 -1.9603
O 1.7520 -0.4099 1.0936
Sn -1.5537 4.3313 1.5876
H -0.0217 -0.0615 0.3668
Li 0.4438 -0.0973 0.1221

Summary:
- energy (Ha) = -526.389839
- net charge = +2
- strongest force on any atom (eV Å⁻¹) = 4.87
- LUMO energy (alpha / beta) (eV) = -9.674 / -9.630
- HOMO (alpha / beta) (eV) = -17.28 / -17.89
- 2S+1 = 2
- expectation value of S² = 0.760